Record 1
ORCA calculation (ωB97M-V/def2-TZVPD) on one molecule with the formula C12H17N3O4.

Each line ends with the natural charge from an NBO analysis.
Positions of all 36 atoms, in Å:
C: 3.22 -1.69 -3.52  -0.243
H: 4.28 -1.93 -3.34  0.171
O: 2.67 -0.99 -2.43  -0.553
C: 2.71 -1.72 -1.23  -0.154
C: 2.09 -0.94 -0.07  0.659
O: 1.99 -1.42 1.04  -0.600
N: 1.69 0.30 -0.43  -0.459
N: 1.08 1.09 0.48  -0.265
C: 0.55 2.22 0.21  0.280
C: 0.46 2.90 -1.13  -0.686
H: -0.58 3.16 -1.31  0.246
H: 1.05 3.82 -1.11  0.236
H: 0.82 2.28 -1.94  0.210
C: -0.14 2.89 1.35  -0.539
H: 0.46 2.83 2.26  0.246
H: -0.38 3.92 1.12  0.235
C: -1.45 2.11 1.60  0.690
O: -2.54 2.59 1.40  -0.621
N: -1.22 0.87 2.06  -0.619
H: -0.26 0.53 2.02  0.428
C: -2.25 -0.16 2.03  -0.274
C: -2.05 -1.06 0.85  0.258
C: -1.13 -2.04 0.62  -0.309
C: -1.34 -2.47 -0.71  -0.323
C: -2.37 -1.72 -1.19  0.082
O: -2.80 -0.85 -0.26  -0.394
H: -2.87 -1.70 -2.14  0.201
H: -0.81 -3.24 -1.24  0.223
H: -0.39 -2.40 1.30  0.245
H: -3.22 0.34 1.95  0.252
H: -2.20 -0.74 2.96  0.216
H: 1.79 0.57 -1.40  0.400
H: 3.75 -1.97 -0.96  0.196
H: 2.16 -2.67 -1.33  0.194
H: 2.68 -2.61 -3.71  0.171
H: 3.14 -1.03 -4.38  0.198

Properties
Structure (SMILES): COCC(=O)N/N=C(\C)CC(=O)NCc1ccco1
Highest occupied orbital energy in eV: -8.5
E_tot in Ha: -932.65878
HOMO-LUMO gap in eV: 9.055


Record 2
ORCA calculation (ωB97M-V/def2-TZVPD) on C7H17AlO3 as an isolated structure.

Each line ends with the Löwdin spin population.
Positions of all 28 atoms, in Å:
C: -0.51 2.78 -0.74  0.022
O: -0.26 1.40 -0.43  0.154
C: -1.36 0.57 -0.43  0.095
C: -1.10 -0.78 0.10  0.015
O: 0.21 -1.18 -0.35  0.070
C: 0.81 -2.29 0.32  0.006
C: 2.23 -2.38 -0.18  0.011
O: 2.81 -1.06 -0.10  0.137
C: 4.23 -1.04 -0.20  0.015
Al: 1.43 0.27 -0.54  0.446
H: 0.42 3.33 -0.57  0.008
H: -0.83 2.87 -1.78  0.002
H: -1.29 3.15 -0.06  0.000
H: -2.16 0.82 -1.13  0.005
H: -3.41 1.55 0.56  0.000
H: -1.85 -1.49 -0.26  0.000
H: -1.09 -0.80 1.21  0.005
H: 0.27 -3.21 0.08  0.000
H: 0.78 -2.12 1.40  0.001
H: 2.28 -2.72 -1.23  0.001
H: 2.81 -3.07 0.45  0.002
H: 4.55 0.01 -0.17  0.006
H: 4.66 -1.58 0.66  0.001
H: 4.55 -1.50 -1.14  0.001
C: -4.32 2.01 1.02  -0.001
H: -5.08 2.17 0.24  0.000
H: -4.06 2.97 1.48  0.000
H: -4.72 1.33 1.78  0.000

Properties
2S+1: 2
Highest occupied orbital energy (spin up / spin down) in eV: -21.3 / -22.2
E_tot in Ha: -743.75520
HOMO-LUMO gap (spin up / spin down) in eV: 5.476 / 6.735
Net charge: +3


Record 3
ORCA calculation (ωB97M-V/def2-TZVPD) on a 7-piece molecular cluster, C15H44O7 overall.

Each line ends with the natural charge from an NBO analysis.
Positions of all 66 atoms, in Å:
C: 3.71 -7.62 8.17  -0.251
O: 4.64 -7.18 9.15  -0.736
H: 3.62 -6.91 7.35  0.172
H: 3.95 -8.60 7.75  0.169
H: 2.73 -7.66 8.64  0.174
H: 5.36 -6.73 8.71  0.471
C: 2.62 -9.99 11.22  -0.263
O: 1.62 -8.98 11.00  -0.764
H: 3.61 -9.58 11.07  0.196
H: 2.49 -10.38 12.23  0.181
H: 2.45 -10.83 10.54  0.185
H: 2.05 -8.12 11.08  0.491
C: -0.52 -7.51 9.13  -0.255
O: 0.13 -8.69 8.66  -0.775
H: -1.43 -7.82 9.67  0.171
H: 0.08 -6.98 9.87  0.164
H: -0.82 -6.87 8.31  0.190
H: 0.72 -8.96 9.38  0.504
C: -2.12 -10.99 10.60  -0.635
C: -1.50 -11.27 11.96  0.089
C: -0.57 -12.45 11.96  -0.636
O: -0.82 -10.08 12.42  -0.726
H: -1.33 -10.83 9.85  0.206
H: -2.67 -10.05 10.65  0.216
H: -2.78 -11.78 10.24  0.211
H: -2.29 -11.42 12.70  0.174
H: -0.15 -12.63 12.95  0.218
H: 0.26 -12.36 11.25  0.195
H: -1.09 -13.38 11.70  0.217
H: 0.03 -10.06 11.95  0.467
C: -5.36 -8.04 8.87  -0.626
C: -4.80 -6.75 9.42  0.096
C: -3.99 -5.97 8.40  -0.632
O: -5.93 -5.97 9.86  -0.732
H: -4.58 -8.81 8.83  0.210
H: -5.84 -7.94 7.90  0.210
H: -6.12 -8.40 9.57  0.223
H: -4.19 -6.97 10.30  0.152
H: -2.96 -6.34 8.34  0.203
H: -3.92 -4.91 8.68  0.217
H: -4.50 -6.04 7.44  0.210
H: -5.60 -5.27 10.44  0.468
C: -0.09 -3.89 10.89  -0.630
C: -1.36 -4.26 11.65  0.093
C: -1.13 -4.40 13.14  -0.633
O: -2.40 -3.31 11.39  -0.722
H: -0.36 -3.61 9.88  0.224
H: 0.59 -4.74 10.84  0.204
H: 0.42 -3.06 11.40  0.201
H: -1.73 -5.22 11.26  0.172
H: -2.05 -4.69 13.64  0.221
H: -0.77 -3.47 13.58  0.198
H: -0.40 -5.17 13.36  0.214
H: -2.16 -2.49 11.82  0.459
C: -2.73 -9.29 6.38  -0.629
C: -1.52 -10.12 5.99  0.094
C: -1.64 -10.78 4.65  -0.619
O: -0.36 -9.27 5.96  -0.754
H: -3.65 -9.88 6.48  0.206
H: -2.87 -8.46 5.68  0.211
H: -2.56 -8.84 7.37  0.201
H: -1.36 -10.87 6.78  0.150
H: -1.81 -10.03 3.87  0.208
H: -2.47 -11.49 4.63  0.205
H: -0.71 -11.30 4.43  0.217
H: -0.18 -9.07 6.89  0.494

Properties
Structure (SMILES): CC(C)O.CC(C)O.CC(C)O.CC(C)O.CO.CO.CO
Highest occupied orbital energy in eV: -9.6
E_tot in Ha: -1124.52155
HOMO-LUMO gap in eV: 9.887


Record 4
ORCA calculation (ωB97M-V/def2-TZVPD) on C5H14N2O as an isolated structure.

Each line ends with the natural charge from an NBO analysis.
Positions of all 22 atoms, in Å:
C: -0.61 -1.35 0.95  0.091
C: -1.35 -0.07 1.23  -0.651
C: 1.21 -1.01 1.41  -0.853
N: -0.76 -1.83 -0.33  -0.847
H: -0.79 -2.14 1.69  0.190
H: -0.25 -2.67 -0.54  0.368
H: -0.64 -1.12 -1.06  0.395
H: -1.26 0.20 2.27  0.215
H: -0.95 0.73 0.61  0.227
H: -2.41 -0.21 1.00  0.217
H: 1.70 -1.98 1.26  0.209
H: 1.84 -0.12 1.33  0.241
H: 1.04 -0.94 2.48  0.229
N: 1.38 0.33 -1.10  -0.602
C: -0.44 1.62 -1.88  0.138
C: -0.08 2.69 -1.17  -0.534
O: 0.18 0.41 -1.93  -0.425
H: 1.32 -0.51 -0.22  0.417
H: 2.12 0.14 -1.79  0.350
H: -1.33 1.58 -2.49  0.191
H: -0.71 3.56 -1.16  0.210
H: 0.79 2.67 -0.55  0.226

Properties
Highest occupied orbital energy in eV: -8.5
E_tot in Ha: -383.48104
HOMO-LUMO gap in eV: 9.552


Record 5
ORCA calculation (ωB97M-V/def2-TZVPD) on one molecule with the formula C18H20N4O4S.

Each line ends with the natural charge from an NBO analysis.
Positions of all 47 atoms, in Å:
O: -4.17 1.21 1.35  -0.605
C: -4.54 0.33 0.60  0.685
N: -3.70 -0.57 0.00  -0.599
C: -2.32 -0.71 0.14  0.173
C: -1.58 0.05 1.04  -0.197
C: -0.21 -0.14 1.13  -0.176
C: 0.41 -1.09 0.33  -0.373
C: -0.32 -1.85 -0.56  -0.161
C: -1.68 -1.66 -0.66  -0.240
H: -2.26 -2.25 -1.35  0.212
H: 0.20 -2.58 -1.16  0.248
S: 2.17 -1.31 0.42  2.302
O: 2.51 -2.64 0.02  -0.931
O: 2.67 -0.84 1.68  -0.934
N: 2.65 -0.24 -0.81  -0.854
C: 3.94 0.26 -0.83  0.459
N: 4.08 1.49 -1.08  -0.475
C: 5.39 2.08 -1.15  -0.242
C: 6.14 2.06 0.19  -0.408
C: 6.80 0.72 0.50  -0.393
C: 5.82 -0.43 0.69  -0.393
H: 6.38 -1.33 0.98  0.211
H: 5.12 -0.21 1.50  0.222
C: 5.02 -0.76 -0.58  -0.511
H: 4.56 -1.74 -0.49  0.247
H: 5.70 -0.77 -1.44  0.227
H: 7.49 0.47 -0.32  0.189
H: 7.40 0.83 1.41  0.209
H: 6.90 2.83 0.17  0.208
H: 5.43 2.30 0.98  0.206
H: 5.23 3.12 -1.46  0.201
H: 6.01 1.59 -1.92  0.179
H: 1.97 0.50 -0.95  0.418
H: 0.39 0.42 1.83  0.247
H: -2.07 0.78 1.66  0.257
H: -4.12 -1.20 -0.68  0.399
C: -5.97 0.18 0.24  -0.286
C: -6.79 1.25 0.47  0.135
N: -8.09 1.21 0.17  -0.542
C: -8.76 0.11 -0.38  0.605
O: -9.94 0.18 -0.63  -0.599
C: -7.89 -1.04 -0.58  -0.311
C: -6.57 -1.00 -0.29  -0.123
H: -5.98 -1.89 -0.44  0.209
H: -8.36 -1.92 -0.97  0.237
H: -8.68 2.02 0.34  0.427
H: -6.39 2.16 0.89  0.242

Properties
Structure (SMILES): O=C(Nc1ccc(S(=O)(=O)NC2=NCCCCC2)cc1)c1ccc(=O)[nH]c1
Highest occupied orbital energy in eV: -9.0
E_tot in Ha: -1616.11651
HOMO-LUMO gap in eV: 8.936


Record 6
ORCA calculation (ωB97M-V/def2-TZVPD) on C19H42AsF9N6O9PbS as an isolated structure.

Each line ends with the Mulliken charge.
Positions of all 88 atoms, in Å:
Pb: 0.08 0.02 0.32  4.478
As: -1.02 3.77 1.97  2.047
F: -1.19 5.35 2.66  -0.505
F: 0.51 3.58 2.79  -0.443
F: -0.83 2.14 1.34  -0.551
F: -2.54 3.91 1.15  -0.489
F: -0.22 4.41 0.56  -0.467
F: -1.85 3.05 3.34  -0.545
C: 0.51 -4.75 1.63  0.571
F: 0.57 -4.37 2.90  -0.224
F: 1.72 -4.62 1.06  -0.192
F: 0.19 -6.04 1.57  -0.214
S: -0.78 -3.77 0.70  1.080
O: -1.98 -3.97 1.48  -0.912
O: -0.28 -2.40 0.66  -1.071
O: -0.77 -4.39 -0.61  -0.905
C: 4.61 0.11 -0.03  -1.240
C: 3.59 1.07 0.50  0.678
O: 2.47 0.65 0.79  -0.796
N: 3.92 2.36 0.57  -0.062
C: 3.01 3.40 1.03  -0.736
H: 5.65 0.43 0.10  0.442
H: 4.47 -0.02 -1.11  0.192
H: 4.50 -0.84 0.48  0.227
H: 4.85 2.59 0.29  0.225
H: 3.44 4.39 0.96  0.343
H: 2.73 3.21 2.06  0.300
H: 2.11 3.41 0.41  0.030
C: -2.21 -0.52 -4.08  -1.343
C: -1.75 -1.11 -2.76  0.368
O: -1.40 -0.40 -1.82  -0.353
N: -1.76 -2.45 -2.65  0.141
C: -1.98 -3.36 -3.75  -1.134
H: -1.79 -1.06 -4.93  0.424
H: -1.90 0.52 -4.15  0.071
H: -3.30 -0.52 -4.15  0.387
H: -1.38 -2.80 -1.78  0.047
H: -2.95 -3.16 -4.20  0.351
H: -1.93 -4.39 -3.40  0.351
H: -1.21 -3.27 -4.52  0.293
C: 1.99 3.40 -2.72  -1.725
C: 0.75 2.63 -2.35  0.706
O: 0.75 1.86 -1.40  -0.184
N: -0.36 2.71 -3.11  0.153
C: -0.58 3.67 -4.16  -1.214
H: 2.86 2.87 -2.35  0.268
H: 1.93 4.45 -2.42  0.374
H: 2.05 3.44 -3.81  0.564
H: -1.05 2.02 -2.82  0.033
H: 0.00 4.56 -3.93  0.428
H: -1.61 4.01 -4.23  0.362
H: -0.30 3.33 -5.16  0.308
C: -4.40 0.70 2.06  -1.207
C: -3.49 -0.38 1.53  0.469
O: -2.44 -0.06 0.98  -0.766
N: -3.86 -1.65 1.67  0.032
C: -5.12 -2.17 2.22  -1.160
H: -5.03 0.37 2.89  0.431
H: -5.11 1.00 1.28  0.319
H: -3.84 1.59 2.35  0.139
H: -3.20 -2.36 1.38  0.197
H: -5.96 -1.59 1.84  0.361
H: -5.09 -2.06 3.31  0.317
H: -5.17 -3.22 1.97  0.353
C: 1.41 -0.92 4.68  -1.131
C: 0.36 -0.05 4.06  0.707
O: 0.26 -0.03 2.83  -0.397
N: -0.45 0.71 4.79  -0.110
C: -0.63 0.82 6.22  -1.012
H: 1.37 -1.94 4.31  0.136
H: 1.32 -0.97 5.77  0.402
H: 2.41 -0.53 4.47  0.234
H: -1.08 1.29 4.23  -0.009
H: -0.61 1.85 6.56  0.288
H: 0.11 0.26 6.79  0.373
H: -1.62 0.43 6.47  0.315
C: 3.18 -3.04 -1.63  -1.346
C: 2.34 -1.88 -2.12  0.419
O: 1.47 -1.42 -1.40  -0.339
N: 2.56 -1.43 -3.37  -0.135
C: 1.83 -0.35 -3.99  -0.670
H: 2.64 -3.98 -1.80  0.374
H: 3.35 -2.90 -0.57  0.158
H: 4.13 -3.08 -2.17  0.449
H: 3.15 -1.99 -3.96  0.235
H: 1.64 -0.60 -5.04  0.410
H: 2.39 0.59 -4.03  0.295
H: 0.90 -0.13 -3.47  -0.070

Properties
Highest occupied orbital energy in eV: -9.0
E_tot in Ha: -5480.82856
HOMO-LUMO gap in eV: 9.145